62
Properties=species:S:1:pos:R:3:forces:R:3 method="wB97M-V/def2-TZVPD" relative_energy_kj_mol=325.2 gap_ev=7.779 homo_ev=-8.10 molar_mass_g_mol=460.5 total_charge=0 energy_ha=-1527.54368 smiles="COc1cccc([C@@H]2/C(=C(/O)c3cnn(-c4ccccc4)c3C)C(=O)C(=O)N2CCN(C)C)c1" lumo_energy_ev=-0.33
C 0.98384 -1.17654 0.89694 0.1 -0.3 0.1
C 1.71660 2.78887 2.36299 0.0 -0.2 0.0
O -0.67186 -2.39211 2.00080 0.1 0.0 -0.1
C -4.85673 -0.18945 -0.45996 -0.8 0.1 -0.2
C 1.99683 -2.01325 1.47414 -0.9 -0.1 0.2
H 1.22569 -0.19484 -1.02082 0.0 0.0 0.1
N -2.68856 0.73897 -0.62517 0.1 0.7 -0.6
C 1.60023 1.24912 0.53085 0.0 0.3 -0.1
N 3.02297 -0.62068 -0.02783 -0.1 -0.1 0.1
H -4.50755 -2.07237 1.44199 0.0 0.0 0.0
H -7.35025 2.06907 -0.73690 0.0 0.1 0.0
H 3.05528 -3.44268 -3.14033 -0.1 -0.1 0.0
H 1.48731 2.16280 -1.41446 0.0 -0.1 -0.2
H -5.03470 -2.28335 -0.89993 0.1 -0.1 0.0
H -2.97233 -2.37097 2.28394 -0.1 0.0 0.0
H 2.83504 -2.86909 -1.48127 0.0 -0.1 0.0
C 1.54985 2.31745 -0.34729 0.0 0.1 0.1
C -7.54673 -0.03235 -1.09679 -0.1 0.0 0.0
H -8.59663 0.02633 -1.34014 -0.1 0.0 0.0
C -1.46057 -0.73262 0.54556 -0.5 -0.1 0.0
C -0.34631 -1.41807 1.15627 0.4 -0.1 0.0
C -5.54796 -1.33741 -0.82938 0.2 0.1 0.0
H 0.17356 -2.82011 2.32804 0.0 0.1 -0.1
O 1.82419 -2.91915 2.29274 0.2 0.1 -0.1
H 1.78556 2.97594 3.42404 0.0 0.0 0.1
H -0.66827 1.10484 -0.48218 0.1 0.2 -0.1
C -6.84724 1.11426 -0.75635 0.0 0.0 0.0
C -6.89395 -1.25267 -1.13888 -0.1 0.0 0.0
C 1.53889 5.94515 -0.43350 0.0 0.2 0.1
H 6.13557 -1.61708 -2.54917 0.1 0.0 0.0
C 3.90499 -0.31050 -2.35034 0.1 0.1 0.3
H -4.93960 1.92217 -0.17937 0.0 0.1 0.0
H 0.67802 6.18780 0.19748 0.0 0.0 0.0
H 1.75230 0.66258 2.58785 0.0 -0.1 0.1
N 4.06993 -1.68234 -2.76495 -0.1 0.0 0.0
H 2.01948 -2.04508 -2.83286 -0.1 0.0 0.0
O 1.52082 4.59635 -0.83501 0.0 -0.3 0.0
H 3.95928 1.09909 -0.71638 0.1 -0.1 0.0
H 5.31940 -2.53152 -1.25510 0.0 0.0 0.0
H 2.46279 6.19386 0.09840 0.0 0.0 0.0
O 4.41032 -2.10154 1.01897 -0.2 -0.1 0.2
C -5.50441 1.04071 -0.43838 0.1 -0.1 0.1
N -3.48591 -0.23040 -0.14960 0.7 -0.4 0.3
H -7.43127 -2.14458 -1.42400 0.0 -0.1 0.0
C 5.30959 -2.29089 -2.32677 -0.1 0.0 0.0
C 2.93553 -2.54878 -2.52637 0.1 0.0 -0.1
C 1.57474 3.63184 0.12156 0.0 -0.1 0.0
H 4.67972 0.27684 -2.85517 -0.1 0.1 0.0
C -2.80252 -1.13358 0.58517 0.4 0.0 0.1
H -3.30629 -3.19288 0.77238 0.0 -0.1 0.0
H 1.67532 4.86563 1.88561 0.0 0.1 0.0
C 4.02384 0.01281 -0.84127 0.3 0.0 -0.5
H 1.48597 6.52597 -1.35281 0.0 0.0 0.1
C 1.69465 1.48936 1.89684 0.0 0.0 0.1
H 4.98987 -0.33202 -0.46533 -0.1 0.1 0.0
H 2.93469 0.03321 -2.71886 0.0 0.1 -0.1
H 5.45534 -3.21488 -2.88623 0.1 0.0 0.0
C 1.65555 3.86281 1.49004 0.0 0.3 -0.2
C -1.47547 0.45066 -0.23278 -0.2 -0.3 0.2
C 1.64017 -0.16938 -0.00421 -0.3 0.1 0.0
C 3.31246 -1.61547 0.84280 0.7 -0.1 -0.2
C -3.44322 -2.25524 1.31132 -0.1 -0.1 0.2

66
Properties=species:S:1:pos:R:3:forces:R:3 method="wB97M-V/def2-TZVPD" relative_energy_kj_mol=21.1 gap_ev="6.029 / 6.031" homo_ev="-10.42 / -10.42" molar_mass_g_mol=886.2 total_charge=+1 energy_ha=-3463.04853 lumo_energy_ev="-4.39 / -4.39"
Te -0.57630 -1.44860 2.92110 -0.2 -0.1 -1.3
H 1.85662 3.07039 3.88878 0.0 0.0 0.0
C 4.21051 0.83197 -0.19854 0.0 0.0 -0.1
H -2.03052 1.72258 -3.39675 0.0 0.0 0.0
H -2.62650 0.84496 2.00312 0.0 0.0 0.0
H -1.14198 0.46622 -2.53355 0.0 0.0 0.0
H 5.25765 0.61339 -0.39099 0.0 0.0 0.0
H -1.37687 -4.06346 -1.64009 0.0 0.0 0.1
C 3.36176 -0.39399 -0.44822 0.2 0.0 0.1
H 4.14099 1.17400 0.84089 0.0 0.0 -0.1
C 2.94839 4.46478 1.90255 0.0 0.0 0.0
C -0.29149 -5.89136 0.79768 -0.1 -0.1 -0.3
C 1.80471 -2.67860 -0.82090 0.2 0.3 0.1
C 1.99467 -0.39738 -0.13232 0.0 0.2 0.0
H -3.87926 2.79013 -2.35786 0.0 0.0 0.1
C -1.49381 1.49639 -2.47701 -0.1 0.1 0.1
C 3.12607 -2.67494 -1.21324 0.0 0.1 0.0
H -0.99556 -6.50359 -2.42606 0.0 0.0 0.0
N -0.64171 -3.72760 0.34520 0.0 -0.2 0.1
C 1.19789 -1.54193 -0.24012 -0.2 -0.2 -0.2
H 3.54800 4.46575 2.80643 0.0 0.0 0.0
H 1.24098 -3.58262 -0.96053 0.0 0.0 0.0
N 0.08460 2.63343 0.40458 0.1 0.1 0.2
S -2.58516 -1.67353 -0.88452 0.1 0.0 0.3
C 3.22596 5.37629 0.89507 0.0 0.0 0.1
H 0.77576 4.50682 -1.27115 0.1 0.0 0.1
H 4.05217 6.06870 1.00586 -0.1 0.0 0.0
C 1.40083 4.50329 -0.38331 0.0 0.0 -0.1
H 0.17768 -4.31839 2.25475 0.0 0.0 -0.1
C 1.89828 3.55019 1.79857 0.0 0.0 0.1
H 2.19162 1.57873 0.38572 0.1 0.0 0.0
H 4.95877 -1.54503 -1.26033 -0.1 0.0 0.0
C 1.14777 3.57362 0.61989 -0.1 -0.2 -0.1
N 1.50218 0.84984 0.29344 0.2 -0.3 0.0
C -0.18973 -4.63394 1.29329 0.0 0.3 -0.1
Sb -6.48462 -0.73234 -0.03711 -0.1 0.2 0.2
C 1.60195 2.60206 2.93894 0.0 0.1 -0.1
C -1.12982 -6.84923 -1.40543 0.0 0.3 0.3
C 0.24739 1.29915 0.26019 -0.3 0.0 0.1
C -2.38836 1.70266 -1.27756 0.0 -0.1 -0.2
Tc -0.70185 -1.55863 0.48676 0.2 0.4 1.3
C -2.89818 1.30183 1.05888 -0.1 0.1 0.2
H 2.63478 6.12931 -1.03191 0.0 0.0 0.0
H -4.75031 2.10150 1.78727 0.0 0.0 -0.1
S -4.89216 -1.95019 1.37420 0.1 0.0 0.0
C -4.43882 2.55078 -0.29768 0.1 0.0 0.0
C -4.09503 1.99580 0.92981 0.0 0.0 -0.1
C 3.90596 -1.54062 -0.99229 0.1 -0.1 0.0
H -0.60698 2.13685 -2.44396 0.0 0.0 0.0
H 0.54784 2.32424 2.96726 0.0 0.0 0.0
H -0.85954 2.97528 0.31310 0.0 0.1 0.1
H -5.36227 3.10832 -0.40767 0.0 -0.1 0.0
S -6.00366 -1.38117 -2.06147 0.1 0.0 -0.2
H -0.05893 -6.85186 1.23255 0.0 0.1 -0.1
N -0.78858 0.48073 0.12512 -0.3 0.1 -0.3
C -2.05035 1.17904 -0.02510 0.2 -0.3 -0.2
C 2.43665 5.41066 -0.24686 0.0 0.0 0.0
N -0.80261 -5.75715 -0.47578 0.0 -0.4 -0.2
H -2.15794 -7.17511 -1.26548 0.0 0.0 0.0
S -3.80167 -3.05367 0.04539 0.1 -0.1 -0.1
H 2.18137 1.67603 2.86637 0.0 0.1 0.0
H 3.56189 -3.55571 -1.67180 0.0 0.1 0.1
C -3.59366 2.38787 -1.39034 -0.1 0.0 0.0
H 3.92986 1.67101 -0.84695 0.0 -0.1 0.0
H -0.45942 -7.68286 -1.22298 0.1 0.0 0.0
C -0.99789 -4.45113 -0.70694 0.0 0.0 0.2